85
Properties=species:S:1:pos:R:3:mulliken_spin:R:1 method="wB97M-V/def2-TZVPD" max_force_ev_per_a=5.90 charge=+1 spin_multiplicity=4 homo_energy_ev="-9.54 / -9.55" relative_energy_kj_mol=121.6 s_squared=3.7565 gap_ev="6.5 / 6.5"
H 0.36725 -1.56616 -4.20739 0.001
H 2.80289 -1.41210 -3.31324 -0.005
C 5.41269 -3.09083 -2.80741 0.000
H 5.43389 -3.53338 -0.65790 -0.001
C 2.31509 -4.89546 -3.65991 -0.001
C -2.62886 -2.03108 -1.95117 0.000
C -3.18007 -0.53484 4.05241 0.000
C -0.80036 -1.33607 0.68502 -0.018
H 4.34815 -3.68141 -4.61259 0.000
H 2.59711 3.02189 2.25892 0.000
C 1.09436 -3.96228 -0.81337 0.005
H 1.88021 2.44011 -2.49063 -0.001
H -5.02787 -0.99705 1.36218 0.000
H -0.47038 0.31472 3.04180 0.000
Nd 0.98336 -0.45924 -0.69982 3.047
H -1.29882 -0.97984 -4.28457 0.000
H 3.09292 2.53212 -1.17667 -0.001
H -3.75924 -3.67024 4.25218 0.000
C -0.14732 1.35341 2.92381 -0.002
H 1.40332 -5.41947 -3.33549 0.000
H -4.97827 -2.77909 1.35344 0.000
H 2.48705 -5.18753 -4.70364 0.000
C 4.87238 -3.75671 -1.58006 0.001
H -2.98334 -1.15336 -2.51800 0.000
H 0.76073 1.50063 3.51990 0.000
H 6.20542 -3.74120 -3.22268 0.000
C 3.10581 -1.85888 -0.49961 0.016
C 2.98792 -3.88639 1.50585 -0.003
C -0.32236 2.12728 -0.72624 -0.010
C 0.08426 1.67991 1.50391 -0.021
H -0.93769 1.99131 3.34001 0.000
C -0.67780 -1.83593 -3.97554 -0.002
H 2.92709 -1.01402 -1.24966 0.002
H -5.53700 -1.91127 2.80307 0.000
P 1.84687 -2.86241 0.52403 0.000
H -0.40877 2.39109 -2.84896 0.000
P -0.84470 -2.15085 -2.18047 -0.001
C -1.07207 2.38122 -1.97737 -0.002
H -2.68097 2.12055 1.70250 0.000
H 5.90168 -2.13733 -2.54863 0.000
C 2.05521 -3.42947 -3.60189 0.002
H 3.19812 -6.45709 -2.48199 0.000
H 4.39010 -5.55832 -3.46182 0.000
C 3.49502 -5.44525 -2.82526 0.000
H -1.85556 1.62114 -2.13584 -0.001
H -1.08166 -4.05068 -0.59887 0.000
H 2.04140 3.90940 -1.51867 0.000
H -1.59015 3.35601 -1.95847 0.000
H 3.47987 -5.11859 -0.68052 0.000
C 3.89422 -4.69803 -1.59899 0.000
H -2.56151 0.53204 0.96345 -0.001
H 1.78172 -3.80278 -1.65923 -0.004
C -4.81622 -1.88586 1.97019 0.000
H 3.50474 -3.24006 2.23176 0.000
H 1.02968 -3.22846 -3.88532 0.001
C -2.36786 1.59789 0.78813 0.000
H -3.00522 1.91029 -0.04257 0.000
H 3.76291 -4.40550 0.92727 0.000
C 2.07192 2.80691 -1.47106 -0.003
C -0.93046 1.80821 0.52518 -0.013
H -2.81234 -1.87460 -0.88212 0.001
H -2.31382 -0.56323 4.72616 0.000
C -1.75396 -1.54651 1.47491 0.006
Si -3.09160 -1.87733 2.72328 -0.001
H -0.46958 -4.57927 -2.19808 0.000
C 2.61625 2.12586 1.61958 -0.006
H 2.79628 1.27014 2.27942 0.001
C -0.35729 -3.82843 -1.39450 -0.006
H -2.91595 -4.37554 2.86414 0.000
H -0.97717 -2.71638 -4.56080 0.000
H -3.13208 -2.93514 -2.32271 -0.001
H -4.08527 -0.69731 4.65515 0.000
H 4.78476 -1.95538 -4.54608 0.000
C -2.90543 -3.53789 3.57231 0.000
H -3.25296 0.46740 3.60983 0.000
H 3.46805 -2.59102 -1.23527 -0.007
C 1.33612 1.96939 0.88552 0.016
H 1.26292 -5.00073 -0.46681 0.000
H 2.39749 -4.62278 2.06800 0.000
H -1.98353 -3.59339 4.16369 0.000
C 4.40047 -2.80335 -3.94493 0.001
C 2.99753 -2.47058 -3.51149 0.003
C 1.08173 2.29949 -0.49050 0.006
H 3.46699 2.22410 0.94258 0.000
H 3.96816 -1.51197 0.09534 0.001

=====

20
Properties=species:S:1:pos:R:3:lowdin_charge:R:1 method="wB97M-V/def2-TZVPD" max_force_ev_per_a=16.98 charge=+2 homo_energy_ev=-16.45 gap_ev=6.3
O 3.76766 -1.27904 -1.41195 0.118
Cl -1.84264 0.74447 5.43162 0.829
O 0.24071 2.61824 -1.78155 0.224
H -0.48092 3.15972 0.60488 0.126
C 2.74285 -0.92482 -1.03688 -0.036
O -0.27095 -2.61594 1.78116 0.226
C -1.42600 1.48913 3.96755 -0.631
H -1.23452 4.53449 2.46868 0.146
C -1.51676 2.87837 3.82226 0.005
C -1.16821 3.45124 2.60031 0.013
Pb 0.30463 0.03407 0.09105 1.174
N -0.67180 1.35595 1.73561 -0.084
H -1.85154 3.48705 4.64162 0.134
C 0.19833 1.62014 -1.11504 -0.200
H -0.93060 -0.36084 3.01146 0.107
C -0.74741 2.65520 1.56732 -0.128
O -2.63669 -0.80978 -1.57119 0.215
C -0.99501 0.72923 2.88947 -0.118
C -0.12051 -1.63463 1.10437 -0.196
C -1.61481 -0.50170 -0.96988 0.077